A molecular structure, C11H14BCoN7O in a non-equilibrium geometry, computed with ωB97M-V with the def2-TZVPD basis set.

```
! wB97M-V def2-TZVPD RIJCOSX def2/J DEFGRID3
* xyz 0 4
H -0.331 2.675 2.195
N 0.133 1.577 0.467
B 0.812 0.823 -1.842
N 0.652 1.916 -0.772
C 0.888 3.235 -0.829
Co -0.379 -0.185 0.834
H 1.282 3.657 -1.753
C 0.501 3.791 0.392
H 0.540 4.831 0.663
C 0.032 2.726 1.176
H 1.311 1.220 -2.861
C -1.860 -2.522 2.456
H -2.222 -2.335 3.482
H -0.942 -3.129 2.491
H -2.621 -3.064 1.872
N -0.603 0.220 -1.972
N 1.623 -0.274 -1.104
N -1.206 -0.245 -0.801
N 1.204 -0.806 0.111
C -1.442 0.063 -3.005
C 2.739 -0.879 -1.512
H -1.095 0.380 -3.972
H 3.168 -0.568 -2.462
C -2.610 -0.519 -2.523
C 3.067 -1.864 -0.577
C -2.426 -0.703 -1.145
C 2.094 -1.786 0.436
H -3.477 -0.786 -3.122
H 3.888 -2.551 -0.649
H -3.065 -1.136 -0.382
H 1.992 -2.331 1.360
H -1.635 -1.547 1.966
O 0.240 0.092 4.955
C -0.011 0.032 3.798
N -0.242 -0.005 2.629
*
```

Properties
HOMO-LUMO gap (alpha / beta) = 9.207 / 8.757 eV
⟨S²⟩ = 3.7634
Molar mass = 330.026 g mol⁻¹